Entry 1:
{
  "formula": "C7H10OS",
  "method": "ωB97M-V/def2-TZVPD",
  "species": ["C", "C", "O", "C", "C", "C", "C", "C", "S", "H", "H", "H", "H", "H", "H", "H", "H", "H", "H"],
  "positions_angstrom": [[1.65616, 1.54221, 1.02579], [1.34678, 0.20730, 0.42546], [2.32718, -0.71117, 0.42529], [1.87029, -1.90472, -0.11650], [0.50260, -1.73240, -0.40608], [0.15287, -0.43644, 0.11080], [-1.36041, 0.18227, 0.26144], [-1.69134, 1.03059, -0.94880], [-2.55092, -1.11696, 0.65997], [2.67922, 1.43971, 1.33702], [1.62722, 2.24887, 0.21142], [0.89362, 1.69417, 1.69574], [2.51771, -2.67539, -0.43336], [-0.04285, -2.51199, -0.90538], [-1.47352, 0.59639, 1.20681], [-1.53544, 0.25984, -1.78796], [-2.68205, 1.46052, -0.98389], [-1.10865, 1.80276, -1.28907], [-3.12848, -1.37556, -0.48871]],
  "multiplicity": 1,
  "smiles": "Cc1occc1[C@@H](C)S",
  "total_charge": 0,
  "relative_energy_kcal_mol": 36.0
}

---

Entry 2:
{
  "formula": "C2H4ClFNO4S2V",
  "method": "ωB97M-V/def2-TZVPD",
  "species": ["O", "S", "O", "Cl", "N", "S", "O", "O", "C", "C", "F", "H", "H", "H", "H", "V"],
  "positions_angstrom": [[1.24301, -1.28313, 1.03386], [2.06190, -0.56870, 0.00235], [3.43483, -0.79055, 0.01021], [1.28648, -1.48423, -1.65658], [1.70895, 1.00734, -0.02744], [0.20915, 1.65057, 0.24153], [-0.05241, 1.64284, 1.64285], [0.21322, 2.92287, -0.37701], [-0.96057, 0.61333, -0.58727], [-1.56268, -0.34460, 0.38614], [-2.22982, -1.34513, -0.36472], [-0.47978, 0.10185, -1.40640], [-1.73961, 1.22450, -1.03319], [-0.76255, -0.85152, 0.91891], [-2.25307, 0.05073, 1.11694], [-0.11705, -2.54617, 0.09982]],
  "multiplicity": 1,
  "total_charge": 2
}

---

Entry 3:
{
  "formula": "C26H38Cl3N12NaS2Si",
  "method": "ωB97M-V/def2-TZVPD",
  "species": ["Na", "C", "C", "N", "C", "S", "N", "N", "C", "C", "C", "C", "C", "C", "C", "N", "H", "H", "H", "H", "H", "H", "H", "H", "H", "H", "H", "H", "H", "C", "C", "N", "C", "S", "N", "N", "C", "C", "C", "C", "C", "C", "C", "N", "H", "H", "H", "H", "H", "H", "H", "H", "H", "H", "H", "H", "H", "C", "N", "C", "N", "C", "N", "C", "N", "C", "C", "H", "H", "H", "H", "H", "H", "H", "H", "H", "H", "H", "H", "Cl", "Si", "Cl", "Cl"],
  "positions_angstrom": [[0.72221, 0.48619, -0.20814], [-3.64699, -0.76854, 4.43514], [-2.48444, 0.03136, 5.01018], [-1.95005, 1.01966, 4.09357], [-0.97890, 0.72544, 3.14320], [-0.15980, 2.04548, 2.42632], [-0.87156, -0.58086, 2.93561], [-0.01194, -0.91664, 1.92857], [0.20428, -2.17725, 1.79292], [-0.43615, -3.24608, 2.63289], [1.18643, -2.61314, 0.75414], [1.54185, -3.95318, 0.64480], [2.46501, -4.33841, -0.31572], [3.01597, -3.38228, -1.14321], [2.60854, -2.06651, -0.96847], [1.72508, -1.68747, -0.05168], [-4.01833, -1.49192, 5.16741], [-3.32484, -1.30654, 3.54435], [-4.46897, -0.10601, 4.15305], [-1.69259, -0.65477, 5.32536], [-2.82625, 0.57984, 5.89257], [-1.85796, 1.96701, 4.42328], [-1.13358, -2.78766, 3.32585], [0.31219, -3.80750, 3.20171], [-0.96869, -3.95937, 1.99674], [1.08814, -4.69062, 1.28992], [2.73272, -5.38310, -0.42326], [3.71102, -3.63614, -1.93170], [2.98719, -1.28078, -1.61644], [2.92339, 2.66142, -5.50514], [1.79534, 1.79656, -4.94791], [1.04896, 2.43575, -3.88511], [1.43255, 2.45984, -2.57324], [0.42493, 3.29381, -1.45326], [2.60794, 1.85457, -2.35173], [2.79474, 1.49507, -1.05946], [3.99254, 1.22643, -0.68091], [5.20843, 1.35701, -1.54593], [4.09873, 0.69051, 0.69995], [5.24824, 0.03833, 1.14992], [5.26902, -0.47041, 2.43990], [4.15886, -0.30781, 3.25288], [3.06362, 0.36861, 2.72357], [3.03172, 0.84859, 1.49069], [3.52268, 2.10362, -6.23118], [3.57346, 2.97582, -4.68725], [2.53099, 3.55437, -6.00097], [2.20292, 0.86764, -4.55527], [1.08519, 1.53279, -5.73461], [0.32332, 3.09562, -4.11068], [4.97729, 2.00688, -2.38566], [5.51859, 0.38657, -1.95273], [6.05263, 1.76610, -0.98347], [6.10112, -0.08557, 0.49354], [6.14639, -0.99471, 2.80251], [4.13295, -0.69300, 4.26412], [2.16541, 0.53677, 3.31090], [-3.18415, -0.32819, 0.49174], [-2.53090, 0.58847, -0.44112], [-3.10572, 0.37829, -1.77118], [-4.56575, 0.61762, -1.78747], [-5.17289, -0.29501, -0.81576], [-4.64659, -0.11932, 0.54098], [-4.87237, 1.27728, 0.93505], [-4.26298, 2.24037, 0.01228], [-2.80827, 1.96743, -0.02504], [-4.80241, 1.98690, -1.32406], [-2.77368, -0.17800, 1.48711], [-2.98005, -1.35483, 0.17686], [-2.91695, -0.64660, -2.09150], [-2.62495, 1.05701, -2.47736], [-4.98231, -1.32130, -1.13623], [-6.25424, -0.12513, -0.79830], [-4.44764, 1.43112, 1.92950], [-5.95167, 1.45818, 0.97349], [-2.38310, 2.13104, 0.96437], [-2.32257, 2.65123, -0.72215], [-4.33306, 2.67878, -2.02614], [-5.88147, 2.17263, -1.31231], [1.49374, -2.10812, -4.26011], [-0.09599, -1.08246, -3.10380], [-1.56099, -1.02812, -4.76456], [-0.93460, -2.87075, -2.09674]],
  "multiplicity": 1,
  "total_charge": -2,
  "relative_energy_kcal_mol": 22.1
}

---

Entry 4:
{
  "formula": "C24H23N2O",
  "method": "ωB97M-V/def2-TZVPD",
  "species": ["C", "C", "C", "C", "C", "C", "C", "C", "C", "C", "O", "C", "C", "C", "C", "C", "C", "C", "C", "N", "C", "C", "N", "C", "C", "C", "C", "H", "H", "H", "H", "H", "H", "H", "H", "H", "H", "H", "H", "H", "H", "H", "H", "H", "H", "H", "H", "H", "H", "H"],
  "positions_angstrom": [[-0.40586, 2.60706, -5.57821], [0.08310, 1.73659, -4.40918], [0.50889, 0.41128, -4.58301], [0.82061, -0.41107, -3.47503], [0.79768, 0.19249, -2.19599], [0.97124, -0.69598, -0.98067], [0.49155, -0.17588, 0.42115], [-0.60269, 0.70096, 0.59920], [-1.12658, 0.97555, 1.87306], [-0.57731, 0.28430, 2.96427], [-1.10824, 0.36862, 4.27486], [-2.46502, 0.35558, 4.68776], [-2.96623, -0.70328, 5.46615], [-4.34011, -0.80499, 5.66919], [-5.19312, 0.23494, 5.28955], [-4.64992, 1.35906, 4.64867], [-3.27421, 1.45963, 4.39612], [0.52942, -0.56648, 2.80212], [0.95557, -0.90442, 1.51294], [2.42818, -0.99744, -1.26640], [3.28024, -0.27836, -0.46098], [4.52108, -0.82984, -0.55496], [4.36684, -1.89242, -1.41704], [3.10826, -2.00333, -1.84243], [2.84643, -3.17889, -2.73216], [0.52262, 1.54412, -2.03252], [0.10345, 2.29569, -3.12414], [-0.92140, 3.50808, -5.16984], [0.37577, 2.95268, -6.29344], [-1.15411, 2.06805, -6.19356], [0.55289, -0.00321, -5.58655], [0.87256, -1.50039, -3.61779], [0.64821, -1.76076, -1.10940], [-1.20532, 1.07418, -0.26356], [-1.97324, 1.66703, 1.97969], [-2.26481, -1.43894, 5.83618], [-4.72348, -1.72027, 6.11116], [-6.26679, 0.15160, 5.49656], [-5.33616, 2.14269, 4.31566], [-2.85425, 2.38294, 3.98639], [0.97815, -1.04443, 3.66815], [1.53305, -1.81790, 1.38821], [2.90493, 0.53508, 0.15310], [5.43541, -0.56366, -0.09785], [5.09032, -2.58084, -1.70033], [1.79892, -3.33509, -3.04574], [3.48296, -3.05444, -3.61240], [3.22500, -4.06488, -2.20593], [0.41814, 1.99642, -1.01648], [-0.24261, 3.32256, -2.97451]],
  "multiplicity": 1,
  "smiles": "Cc1ccc([C@H](c2ccc(Oc3ccccc3)cc2)n2cc[nH+]c2C)cc1",
  "total_charge": 1,
  "relative_energy_kcal_mol": 44.9
}

---

Entry 5:
{
  "formula": "C38H32IN2O7PSTl",
  "method": "ωB97M-V/def2-TZVPD",
  "species": ["Tl", "I", "C", "C", "C", "C", "C", "C", "C", "C", "C", "P", "C", "C", "C", "C", "C", "C", "C", "C", "C", "C", "C", "C", "C", "H", "H", "H", "H", "H", "H", "H", "H", "H", "H", "H", "H", "H", "H", "H", "H", "O", "C", "O", "C", "C", "N", "N", "C", "C", "O", "O", "H", "H", "H", "O", "C", "O", "C", "C", "C", "C", "C", "C", "S", "H", "H", "H", "H", "C", "C", "C", "C", "O", "H", "H", "H", "H", "H", "H", "H", "H", "H"],
  "positions_angstrom": [[0.20283, -0.01172, 0.03617], [-1.20801, 1.25964, 2.79341], [-2.60071, -0.13382, 3.48304], [-2.33450, -0.62386, 4.73666], [-3.25041, -1.44299, 5.41987], [-4.45733, -1.70490, 4.84873], [-4.76300, -1.22015, 3.55407], [-6.05504, -1.47105, 3.03168], [-6.40220, -1.02779, 1.79333], [-5.42548, -0.39859, 1.00046], [-4.14674, -0.15204, 1.44141], [-2.93620, 0.36232, 0.12852], [-3.45113, 2.05437, -0.27529], [-2.82559, 2.65638, -1.36831], [-3.08168, 3.97865, -1.68333], [-3.95625, 4.72248, -0.89924], [-4.57201, 4.13495, 0.19369], [-4.32180, 2.80406, 0.50523], [-3.54580, -0.61724, -1.28913], [-3.07613, -1.92914, -1.35068], [-3.44248, -2.75545, -2.39926], [-4.26163, -2.27373, -3.41279], [-4.71631, -0.96482, -3.36720], [-4.36330, -0.13963, -2.30730], [-3.80580, -0.48309, 2.79760], [-1.40940, -0.34837, 5.22470], [-3.00097, -1.81832, 6.40369], [-5.20997, -2.28739, 5.36662], [-6.76086, -2.01071, 3.65233], [-7.39561, -1.19078, 1.39598], [-5.68759, -0.13794, -0.01552], [-2.12313, 2.08739, -1.96741], [-2.57922, 4.43080, -2.52960], [-4.14387, 5.76286, -1.13462], [-5.24552, 4.71322, 0.81448], [-4.80597, 2.35495, 1.36337], [-2.39909, -2.28232, -0.57857], [-3.06948, -3.77191, -2.43789], [-4.53547, -2.91512, -4.24155], [-5.34574, -0.57904, -4.16014], [-4.71634, 0.88431, -2.28222], [6.26409, 0.75558, 1.29158], [6.18048, 0.35613, 0.03895], [7.15553, 0.21510, -0.66644], [4.81997, 0.04940, -0.47724], [4.57573, -0.35996, -1.77413], [3.25187, -0.55244, -1.88389], [2.62053, -0.28317, -0.74391], [3.54095, 0.08942, 0.12334], [3.06110, 0.50119, 1.49498], [3.91749, 0.83035, 2.33222], [1.81441, 0.45835, 1.67191], [5.34610, 0.81548, 1.72603], [5.26028, -0.51207, -2.59113], [2.68143, -0.74859, -2.69399], [1.48492, 3.71918, -0.63290], [0.74044, 2.81863, -0.98002], [0.02376, 2.12156, -0.14644], [0.53705, 2.59077, -2.47763], [0.73388, 3.74675, -3.24023], [0.54171, 3.78181, -4.60676], [0.15470, 2.61684, -5.25604], [-0.02263, 1.45787, -4.52903], [0.15614, 1.40907, -3.13656], [-0.11604, -0.21736, -2.47693], [1.04985, 4.63061, -2.70341], [0.69152, 4.70230, -5.15684], [-0.00566, 2.60611, -6.32771], [-0.31811, 0.54702, -5.03580], [-0.89179, -3.94413, 1.58937], [0.11678, -2.96630, 0.98658], [0.50881, -3.43440, -0.41624], [1.34600, -2.87976, 1.88569], [-0.57739, -1.72578, 0.93239], [-0.46573, -4.94590, 1.68868], [-1.78027, -4.00709, 0.95730], [-1.19902, -3.59417, 2.57632], [0.97975, -4.42079, -0.39292], [1.22067, -2.74157, -0.86744], [-0.37248, -3.48042, -1.06024], [1.82625, -3.85603, 1.99633], [1.05877, -2.51222, 2.87200], [2.07777, -2.18806, 1.47472]],
  "multiplicity": 1,
  "total_charge": -1,
  "relative_energy_kcal_mol": 9.3
}

---

Entry 6:
{
  "formula": "C10H10INO2",
  "method": "ωB97M-V/def2-TZVPD",
  "species": ["C", "C", "C", "C", "C", "C", "C", "C", "C", "C", "N", "O", "O", "I", "H", "H", "H", "H", "H", "H", "H", "H", "H", "H"],
  "positions_angstrom": [[-1.96064, -1.43172, 1.34499], [0.69768, -0.16177, -1.75673], [0.35954, -1.49980, -2.21498], [0.46133, 0.53937, -0.61064], [-0.08917, -2.36790, -1.37180], [1.04747, 1.92127, -0.72168], [-0.01769, 0.09545, 0.78864], [-1.46857, -0.34671, 0.82214], [-0.34131, -3.37096, -0.61601], [1.66954, 3.89753, 0.64712], [-2.25318, -2.37037, 2.03153], [1.51619, 2.43891, -1.68926], [1.06280, 2.63191, 0.42097], [-2.81878, 1.12965, 0.01504], [1.20913, 0.44013, -2.59148], [0.73687, -1.95418, -3.15712], [0.42637, -0.83109, 1.10231], [0.26474, 0.86336, 1.48217], [0.40267, -4.04249, -0.33886], [-1.34979, -3.68097, -0.13572], [-2.25082, -3.33644, 1.62800], [2.48093, 3.76468, 1.39609], [0.89969, 4.51008, 0.84678], [2.22592, 4.14422, -0.25826]],
  "multiplicity": 3,
  "total_charge": 0,
  "s_squared": 2.0162
}

---

Taking the records one at a time from the top gives E_tot values of -20301.8363, -74387.8772, -116999.0782, -30281.1339, -90160.7722, -24210.0194 eV.